Entry 1:
A 13-piece molecular cluster, C5H36NO12 overall. Source: the Open Molecules 2025 dataset; level of theory: ωB97M-V/def2-TZVPD.

As for the spin multiplicity: 2. For the gap between HOMO and LUMO (alpha / beta), the calculation gives 2.6 / 9.3 eV. The expectation value of S² is 0.7511. The net charge is 0. The HOMO energy (alpha / beta) is -2.76 / -9.52 eV.

Cartesian coordinates (Å):
C  1.64939  -3.86454  0.98291
C  0.17356  -4.36300  1.02616
C  -0.75835  -3.23379  1.57091
C  -1.34832  -2.21284  0.72581
C  -1.86944  -2.34956  -0.52070
N  -1.30920  -0.76548  1.21114
H  1.68189  -2.82738  0.69932
H  2.15405  -3.86455  1.96183
H  2.28592  -4.57960  0.49847
H  -0.11215  -4.65552  0.03806
H  0.11835  -5.25114  1.64339
H  -0.12980  -2.57540  2.25846
H  -1.52703  -3.85878  2.13017
H  -2.47461  -1.52447  -0.95593
H  -1.82780  -3.25908  -1.08097
H  -1.26311  -0.17574  0.37145
H  -2.12912  -0.59922  1.75864
H  -0.45379  -0.62322  1.75963
H  -1.87828  0.88865  -3.86985
H  -1.60745  -0.30172  -3.06182
O  -1.90643  0.60135  -2.93878
H  1.27905  -0.89051  -2.89249
H  1.81181  -0.16961  -4.10433
O  1.03075  -0.20026  -3.53750
H  -0.10844  0.54232  -0.76372
H  -0.19304  0.01546  -2.19925
O  -0.24202  -0.25335  -1.27784
H  -0.92494  4.88483  -0.42836
H  -0.89274  3.93045  -1.68299
O  -1.41485  4.19725  -0.88239
H  2.55276  4.18066  -2.03228
H  1.17936  4.30304  -1.37924
O  1.79441  4.78002  -1.94414
H  -1.91581  2.78230  0.07830
H  -3.01264  1.74450  -0.46154
O  -2.32474  1.88030  0.22377
H  -2.89284  1.69881  3.35345
H  -2.16051  1.46080  1.91436
O  -2.60294  1.06797  2.69702
H  3.51430  1.17388  3.14723
H  1.97579  0.41004  3.11036
O  2.81394  0.69910  2.67642
H  -0.39614  2.00943  -2.77388
H  1.13962  1.51150  -2.87887
O  0.51314  2.11590  -2.50930
H  1.07876  3.82908  2.26958
H  0.54762  2.36102  2.18486
O  0.34168  3.27846  2.02007
H  2.71790  -2.17739  -4.79592
H  3.95714  -2.29809  -3.80996
O  3.13908  -1.83984  -4.00637
H  -0.11564  0.24306  4.30933
H  0.03219  1.04946  5.56055
O  0.30967  1.07445  4.60680

Cartesian forces, eV/Å:
C -0.53 -0.67 1.54
C 1.18 1.55 0.03
C 1.14 -1.21 2.47
C -1.42 1.01 -3.36
C -0.44 1.06 1.49
N -0.29 -3.00 -1.62
H 0.35 0.22 -0.89
H -0.76 0.10 0.28
H 0.28 0.08 -1.22
H -0.33 -0.19 -0.74
H -0.23 -0.04 0.26
H -0.68 -1.40 0.12
H 0.55 1.54 -0.20
H 0.90 -0.63 0.16
H -0.06 -0.57 0.05
H -0.40 0.08 0.18
H -0.56 0.78 0.89
H 0.79 0.46 0.95
H -0.40 0.22 0.32
H -0.20 -0.49 0.36
O -0.52 0.49 -1.62
H 0.01 0.31 -0.23
H -0.05 -0.07 -0.07
O 0.58 -0.87 -0.37
H 0.47 0.77 -0.24
H 0.15 0.56 0.59
O 0.36 -1.08 0.72
H 0.24 0.12 0.03
H -0.48 0.49 1.15
O 0.33 -0.46 -1.19
H -0.46 0.22 0.05
H 0.19 -0.29 -0.02
O 0.39 0.11 0.03
H -0.52 -0.93 -0.28
H 0.69 0.33 0.59
O 0.18 0.57 -0.78
H 0.29 0.45 -0.21
H -0.79 0.63 0.73
O 0.12 -1.08 -0.05
H -1.12 -0.36 0.69
H 1.23 0.78 0.56
O -0.11 -0.38 -1.28
H 0.04 -0.89 -0.48
H -0.31 -0.83 -0.64
O 0.08 2.63 1.47
H 0.48 -0.20 0.25
H 0.52 -0.47 0.38
O -1.04 0.68 -0.68
H 0.33 -0.51 -0.19
H 0.01 -0.26 -0.34
O -0.23 0.62 0.44
H 0.19 0.25 -0.45
H 0.53 0.37 -0.99
O -0.69 -0.60 1.37

Entry 2:
A 12-piece molecular cluster, C5H37N2O12 overall. Source: the Open Molecules 2025 dataset; level of theory: ωB97M-V/def2-TZVPD.

For the gap between HOMO and LUMO, the calculation gives 9.0 eV. The net charge is +1. The HOMO energy is -11.44 eV.

Cartesian coordinates (Å):
N  -0.39277  -2.38950  1.37426
C  0.82736  -1.81761  0.70605
C  1.73100  -3.00233  0.30589
C  2.41974  -3.66766  1.47570
O  0.87009  -3.97569  -0.25721
C  1.49322  -0.78815  1.61747
N  0.90496  0.53383  1.41541
C  1.54668  1.53090  2.28129
H  -0.15634  -2.77559  2.28610
H  -0.75863  -3.15235  0.79525
H  -1.18850  -1.70419  1.50530
H  0.45624  -1.29402  -0.18519
H  2.44651  -2.64154  -0.44796
H  1.70504  -4.12410  2.16644
H  3.04767  -2.97531  2.03380
H  3.03707  -4.48931  1.12743
H  0.52960  -3.73609  -1.14276
H  2.57774  -0.81150  1.46240
H  1.36311  -1.07291  2.67037
H  1.03219  0.78387  0.43700
H  1.10679  2.50508  2.07306
H  1.32672  1.29840  3.32448
H  2.63396  1.59801  2.13650
H  1.24939  0.85523  -1.55567
H  1.36323  2.25621  -0.81195
O  1.72530  1.35403  -0.87589
H  1.12803  4.55734  -1.14539
H  0.00049  3.72442  -1.78766
O  0.54130  3.81447  -0.96047
H  -0.53780  -0.42125  -4.35004
H  -1.52144  -0.20246  -3.14331
O  -0.62564  -0.51542  -3.39531
H  -0.40802  -2.18184  -2.73940
H  -0.30261  -3.64524  -3.27451
O  -0.43867  -3.12221  -2.47872
H  -3.24019  0.44973  -1.78520
H  -3.83200  -0.07514  -3.14620
O  -3.10362  0.42513  -2.76386
H  -4.40645  0.84966  0.08743
H  -2.90307  1.02378  0.45941
O  -3.54111  0.44748  -0.05600
H  -1.48661  2.73110  -3.14292
H  -1.56597  4.25760  -3.32432
O  -0.94067  3.53803  -3.18565
H  -1.26860  4.78711  1.46337
H  -0.70737  4.00085  0.23171
O  -1.45729  4.06985  0.85189
H  -3.07973  -0.68505  1.28084
H  -2.56927  -0.33606  2.67099
O  -2.64387  -1.07990  2.05935
H  -1.77324  2.47469  1.55389
H  -1.05155  1.12367  1.79628
O  -1.93784  1.52459  1.75806
H  4.38055  0.08700  0.19463
H  2.88591  0.33115  -0.06293
O  3.50898  -0.25074  0.41646

Cartesian forces, eV/Å:
N -0.46 0.29 -0.40
C 0.35 0.37 0.59
C -0.77 0.06 -0.50
C 0.16 0.03 0.22
O 0.00 -0.68 -0.07
C -0.98 -0.86 1.14
N -0.49 -0.37 1.10
C -0.22 -0.03 -0.34
H 0.01 0.01 0.00
H 0.30 -0.17 0.02
H 0.35 -0.15 0.33
H 0.03 -0.32 0.01
H -0.02 -0.02 0.36
H -0.11 0.13 -0.05
H 0.03 0.03 -0.03
H 0.10 -0.01 -0.15
H 0.16 0.29 0.10
H -1.24 -0.27 0.67
H -0.34 -0.09 0.04
H -0.07 0.01 0.80
H 0.03 0.14 0.00
H 0.14 -0.02 0.01
H -0.12 -0.06 0.11
H 0.05 0.44 -0.20
H -0.15 0.26 -0.39
O 0.39 -0.20 -1.27
H 0.08 -0.01 0.14
H 0.05 0.00 0.08
O 0.06 0.06 -0.38
H -0.09 0.05 0.10
H -0.11 -0.01 -0.28
O 0.33 0.08 0.27
H -0.08 -0.07 -0.33
H -0.05 0.10 -0.06
O 0.09 -0.10 0.21
H -0.17 -0.15 -0.35
H 0.00 0.03 0.11
O 0.22 0.19 0.25
H -0.03 -0.07 0.01
H -0.20 -0.29 0.01
O 0.17 0.46 0.01
H 0.18 0.35 -0.11
H -0.04 0.03 -0.06
O -0.31 -0.50 0.12
H 0.04 0.05 -0.05
H 0.06 0.25 0.16
O -0.23 -0.19 0.12
H -0.14 -0.11 0.08
H -0.02 0.00 -0.02
O -0.01 -0.17 0.00
H -0.05 -0.11 0.15
H 0.40 -0.19 -0.22
O -0.04 0.57 -0.15
H 0.29 0.03 -0.19
H 0.43 0.01 0.07
O 2.06 0.91 -1.79

Entry 3:
A 13-piece molecular cluster, C5H37N2O13 overall. Source: the Open Molecules 2025 dataset; level of theory: ωB97M-V/def2-TZVPD.

For the gap between HOMO and LUMO, the calculation gives 8.9 eV. The net charge is -1. The HOMO energy is -6.48 eV.

Cartesian coordinates (Å):
C  -1.78196  1.41272  0.54446
N  -0.69168  1.91609  1.38850
C  -0.56481  1.15566  2.67366
O  -0.64638  -0.22372  2.52291
C  -1.57020  1.81621  -0.90602
C  -0.42114  0.98495  -1.51440
C  -0.59960  -0.52907  -1.46802
N  -1.54101  -0.99585  -2.47300
H  -1.99858  0.35439  0.60115
H  -2.69336  1.84205  1.01050
H  0.19948  1.78342  0.92802
H  -1.34448  1.54780  3.34038
H  0.40042  1.48850  3.06976
H  -2.50722  1.70239  -1.45338
H  -1.30620  2.87102  -0.94011
H  -0.29846  1.22818  -2.57418
H  0.48545  1.39229  -1.07794
H  0.39928  -0.89877  -1.72052
H  -0.84471  -0.87764  -0.46534
H  -1.40715  -0.51174  -3.34392
H  -2.52606  -0.99993  -2.24275
H  -1.90345  3.88054  0.80463
H  -1.38003  4.85934  -0.28450
O  -1.55080  4.75992  0.65033
H  3.74468  -2.51651  -0.16075
H  2.40372  -1.92154  0.71876
O  3.11860  -2.59361  0.57948
H  2.79996  0.65961  1.11265
H  2.47145  2.23353  0.86223
O  3.13336  1.52240  0.77250
H  3.93417  0.65919  -0.55856
H  2.87342  -0.36038  -1.02725
O  3.65297  0.11170  -1.32381
H  -2.52773  -2.43465  1.01250
H  -2.09148  -1.10279  1.80766
O  -2.83700  -1.65119  1.49928
H  2.48792  4.45458  0.33178
H  0.95786  4.25796  0.73260
O  1.70951  3.91599  0.20576
H  1.65725  -3.70584  0.97933
H  0.60704  -2.76639  0.78419
O  0.72455  -3.72056  0.61999
H  2.11507  3.54779  -1.56628
H  3.14013  2.44856  -1.86494
O  2.69419  3.19138  -2.26919
H  -0.33655  -4.35832  -2.35656
H  0.60010  -3.88749  -1.22186
O  0.58742  -4.35203  -2.08771
H  -0.88436  -4.51494  0.26249
H  -1.85868  -3.93675  -0.68560
O  -1.86211  -4.51230  0.08474
H  -5.04753  -1.01448  -0.32166
H  -3.53888  -0.95415  -0.12504
O  -4.22985  -0.81094  -0.80408
H  0.15448  -0.48439  1.84456
H  1.86845  -0.45354  2.22818
O  1.47147  -0.75156  1.37677

Cartesian forces, eV/Å:
C -0.72 1.08 0.58
N 0.25 -1.02 0.75
C -0.34 0.95 -0.96
O 0.00 0.09 -0.48
C -0.12 -0.46 0.02
C -0.67 0.99 -0.18
C 0.66 0.70 -0.34
N -0.11 -0.81 0.11
H 0.50 -0.21 0.03
H 0.02 0.09 -0.57
H 0.00 -0.14 -0.33
H -0.02 -0.45 0.01
H 0.12 -0.18 0.19
H 0.00 -0.17 -0.07
H 0.09 0.06 -0.20
H -0.11 0.17 -0.05
H 0.49 -0.60 0.28
H -0.13 -0.49 0.13
H -0.10 -0.19 -0.12
H 0.02 0.08 -0.17
H 0.11 0.29 0.32
H 0.28 -0.30 -0.08
H -0.15 -0.22 -0.28
O 0.13 0.86 0.47
H -0.97 0.56 0.40
H 0.69 0.99 -0.27
O 0.93 -1.21 0.19
H -0.61 0.74 -0.37
H 0.14 -0.68 -0.07
O 0.32 0.27 0.82
H -0.62 -0.42 -0.55
H -0.22 0.08 0.24
O 0.90 0.11 -0.33
H 0.30 0.15 0.57
H 0.45 -0.35 0.27
O -0.56 -0.17 -0.58
H 0.12 0.44 0.28
H 0.45 -0.07 -0.26
O -0.93 -0.20 0.36
H -0.63 -0.80 -0.91
H -0.72 0.01 -0.08
O 1.09 0.89 1.06
H 0.37 -0.45 -0.48
H 0.07 -0.59 0.14
O -0.43 0.79 0.04
H 0.09 0.06 -0.07
H 0.22 -0.43 -0.42
O -0.09 0.26 0.22
H -0.91 -0.21 0.36
H -0.46 0.05 -0.30
O 1.07 0.33 -0.01
H 0.43 0.08 -0.25
H -0.36 -0.03 0.12
O -0.20 -0.03 0.19
H -0.15 0.03 0.96
H -0.38 -0.82 -0.71
O 0.39 0.51 0.38

Entry 4:
A 13-piece molecular cluster, C5H37N2O13 overall. Source: the Open Molecules 2025 dataset; level of theory: ωB97M-V/def2-TZVPD.

As for the spin multiplicity: 2. For the gap between HOMO and LUMO (alpha / beta), the calculation gives 9.8 / 7.4 eV. The expectation value of S² is 0.7544. The net charge is 0. The HOMO energy (alpha / beta) is -9.73 / -9.88 eV.

Cartesian coordinates (Å):
C  1.68777  0.98202  0.59747
C  0.50596  0.17535  0.53875
C  -0.80317  0.96293  0.86280
C  -0.76583  1.46310  2.32843
O  0.13492  2.51808  2.50699
N  0.18759  -0.43852  -0.84348
C  1.29406  -1.18022  -1.47474
N  0.85757  -2.50892  -1.89444
H  1.71094  1.95886  0.20219
H  0.91152  2.39656  1.90296
H  2.52122  0.77132  1.10651
H  0.58650  -0.72838  1.26576
H  -0.85150  1.77205  0.21201
H  -1.72078  0.27691  0.75911
H  -0.47153  0.66631  3.05630
H  -1.76621  1.85272  2.62200
H  -0.12656  0.31472  -1.46855
H  1.73482  -0.63869  -2.38744
H  2.16598  -1.27075  -0.73356
H  0.82365  -3.19367  -1.14385
H  -0.04769  -2.51728  -2.31603
H  -2.24696  -2.36462  0.65235
H  -0.93654  -1.76458  0.24679
O  -1.36867  -2.33043  0.93285
H  -0.00693  2.83681  -1.67052
H  1.26550  2.07589  -1.24043
O  0.79451  2.48523  -2.00503
H  2.36984  -1.71847  2.34266
H  2.40150  -1.66545  0.76961
O  2.57079  -2.22677  1.54727
H  -1.90632  -1.00391  -1.17367
H  -2.77263  -0.08905  -1.91260
O  -2.76914  -0.73001  -1.15974
H  -2.17513  1.86232  -2.60385
H  -1.53681  0.82472  -3.57782
O  -2.36177  1.05083  -3.09902
H  -2.07534  3.94881  -1.88475
H  -2.35110  2.84597  -0.80597
O  -1.75978  3.15607  -1.53496
H  -0.74042  -2.40431  3.85924
H  -1.03401  -1.75895  2.49699
O  -0.79462  -1.57003  3.42357
H  1.47050  -3.54421  1.17878
H  -0.08652  -3.53922  0.97023
O  0.71634  -4.04159  0.83299
H  4.30312  -0.41698  -0.06018
H  3.27793  0.51699  -0.68397
O  4.16805  0.09437  -0.85234
H  0.83226  -0.86905  3.49250
H  1.62571  0.27030  2.93616
O  1.68230  -0.55653  3.42699
H  0.47514  1.53742  -3.35672
H  0.56835  0.02230  -3.65082
O  0.14470  0.79477  -3.99659
H  -3.38543  1.18296  -0.18356
H  -3.06661  2.08150  1.05115
O  -3.47868  2.06663  0.19953

Cartesian forces, eV/Å:
C -1.72 0.86 -1.23
C -2.55 -2.54 -0.10
C -0.08 -2.70 2.66
C -0.38 -0.56 0.04
O 1.37 0.86 -0.68
N 0.71 0.82 0.82
C 0.75 -0.75 -0.34
N 1.06 0.19 0.32
H -0.02 1.11 -0.30
H -1.01 0.21 0.89
H 2.97 -1.14 2.02
H -0.08 1.59 -1.30
H -0.34 1.48 -1.16
H 1.63 0.96 -0.13
H -0.81 0.34 -0.79
H 0.55 -0.29 -0.01
H 0.05 -0.28 0.33
H -0.55 -0.58 1.40
H -1.32 -0.03 -1.56
H 0.24 0.12 0.26
H -0.49 0.32 -0.48
H -2.56 -0.23 -0.65
H 0.01 -0.35 0.31
O 2.16 0.82 -0.09
H -1.83 0.82 0.65
H -0.61 0.61 -1.38
O 2.51 -1.06 0.22
H -0.14 0.56 0.35
H 0.13 -0.40 0.88
O 0.65 -0.28 -1.05
H 3.52 -1.08 -0.02
H -0.15 -0.12 -0.20
O -3.65 1.25 0.12
H 0.12 0.09 -0.23
H -0.07 0.19 0.03
O -0.40 -0.40 -0.09
H -0.96 2.07 -0.73
H -0.29 0.35 -0.18
O 0.99 -1.78 1.07
H -0.02 -1.02 0.47
H -0.16 -0.27 0.07
O -0.03 1.03 -0.18
H -0.10 0.18 0.20
H -0.11 0.12 0.22
O 0.27 -0.92 -0.50
H 0.37 -0.45 0.51
H 1.58 -0.59 -0.49
O -1.45 1.02 -0.17
H -3.85 -1.42 0.46
H 0.06 0.05 0.38
O 4.06 1.61 -0.20
H -0.59 -1.42 -1.29
H 0.43 -0.85 -0.02
O 0.37 2.02 0.85
H -0.02 -0.36 0.26
H 0.23 -0.29 0.81
O -0.48 0.49 -1.05

The highest net charge belongs to which entry? C5H37N2O12